This record from the Open Molecules 2025 dataset describes C27H70N2O13S as an isolated structure at a distorted geometry. The level of theory is ωB97M-V/def2-TZVPD.

## Properties
- E_LUMO (Ha) = -0.01909
- total energy (eV) = -69558.3032
- Kohn-Sham gap (eV) = 7.8
- F_max (eV/A) = 4.352
- HOMO (eV) = -8.29

XYZ file:
```
113
Properties=species:S:1:pos:R:3:forces:R:3
C 4.669396 -0.327805 3.241866 -0.2929 0.8500 0.3037
C 5.018065 0.508325 1.935066 -0.1908 -0.4846 -0.5490
C 5.176715 -0.349151 0.629946 0.5902 -2.3911 -0.4891
C 5.600242 -1.753054 0.765278 -0.2619 1.4749 -0.9846
C 5.823625 -2.668707 -0.410721 -0.5768 1.8554 0.7720
N 6.256789 -3.990621 -0.351762 -1.2633 3.1485 -2.7260
S 6.270437 -4.393429 -1.989223 -0.4948 1.8084 0.5333
N 5.774867 -2.985085 -2.748813 -0.0469 0.4088 2.3389
C 5.530297 -2.035586 -1.764125 0.7268 -1.6544 0.8169
C 5.091696 -0.599106 -1.911511 0.1648 -0.0930 2.2570
C 4.912464 0.264463 -0.734114 0.8025 -2.7411 -2.0022
C 4.501046 1.748039 -1.007859 -0.0539 -0.3194 0.8266
C 3.063899 2.144833 -0.476745 -0.5687 0.2431 -0.5316
C 1.915094 1.123910 -0.853683 -1.2198 0.2451 0.0492
C 0.845762 0.899482 0.319355 0.6261 0.2836 0.5364
C 0.894284 -0.569593 0.904844 -0.8174 0.7233 0.4792
C 0.187827 -1.664098 0.010989 1.1833 -0.4830 0.1778
O 0.093756 -1.324365 -1.390355 0.7200 -0.5823 -0.1858
C 1.022867 -2.094152 -2.171673 0.5683 -0.2103 -0.3353
H 3.817978 0.215266 3.760819 0.9942 -0.6793 -0.4996
H 5.521487 -0.338990 3.972736 -0.8647 -0.1855 -0.7764
H 4.300683 -1.366959 3.039865 0.4462 0.9989 0.0503
H 4.171871 1.225093 1.768959 0.9765 -0.5679 0.0570
H 5.972912 1.110804 2.052028 -1.1240 -0.6117 0.0392
H 5.813228 -2.190716 1.781601 -0.3485 0.7014 -1.2346
H 4.918970 -0.226950 -2.957946 0.1678 -0.3370 1.3151
H 5.256384 2.414166 -0.492549 -0.7033 -0.5770 -0.7236
H 4.521428 1.938649 -2.123012 0.1604 -0.3182 1.2847
H 2.797901 3.127028 -0.983399 0.3884 -1.0207 0.6819
H 3.018985 2.364932 0.629005 0.3430 -0.3758 -1.1267
H 2.270860 0.105513 -1.159706 0.0121 1.1180 0.2536
H 1.330151 1.555136 -1.721851 0.8261 -0.6012 0.8070
H 1.133950 1.590137 1.178745 -0.3572 -0.7188 -0.9193
H -0.194226 1.235773 0.020429 1.1488 -0.7085 0.1424
H 1.967297 -0.801251 1.171452 -0.9619 0.0322 -0.5963
H 0.326932 -0.564243 1.890320 0.8208 -0.0536 -1.2718
H -0.850290 -1.885513 0.379012 0.9840 0.2582 -0.3303
H 0.835927 -2.592773 0.065965 -1.1700 0.8130 0.2712
H 2.102961 -1.859500 -1.915380 -1.0326 -0.1435 -0.0999
H 0.888579 -3.202826 -2.009856 -0.0461 1.0222 -0.1195
H 0.913763 -1.878962 -3.276732 -0.2247 -0.0330 1.3071
C -0.973742 -0.436172 4.572471 -0.2507 -0.0130 -0.0976
O -1.303365 -0.360820 3.191401 -0.3961 0.1422 0.0148
H 0.079928 -0.187754 4.693965 -0.0538 -0.0079 -0.1008
H -1.579865 0.275687 5.138509 0.1106 -0.0414 0.1797
H -1.150381 -1.449579 4.940880 0.0769 0.0524 0.1586
H -2.240755 -0.585518 3.107656 0.1160 -0.2551 -0.0710
C -2.585583 2.823063 1.069498 0.1491 -0.2492 0.1049
O -3.004460 1.473097 1.226542 -0.0914 -0.0553 0.1753
H -3.404047 3.396768 0.636874 -0.0015 -0.0883 0.0562
H -2.324654 3.245219 2.043756 0.0620 0.2084 -0.0879
H -1.721992 2.863905 0.400679 -0.0069 0.2420 0.0163
H -2.261271 0.988118 1.610198 -0.0010 0.0192 -0.1285
C 0.190733 -6.170677 0.129367 -0.3462 0.1832 0.2089
O -0.124024 -4.828479 0.465889 0.3142 -0.0050 0.0221
H 1.107908 -6.177693 -0.458883 -0.0413 0.0837 0.0496
H 0.342010 -6.757157 1.039860 0.0752 -0.2037 -0.1234
H -0.620460 -6.605178 -0.461307 0.0944 -0.1852 -0.0199
H -0.935842 -4.834308 0.984558 -0.1417 0.0607 -0.3038
C -4.517223 -5.101217 0.629576 -0.1196 0.0497 0.1727
O -3.180774 -4.785475 0.998488 0.5197 -0.0370 0.2418
H -4.618109 -4.998738 -0.449222 0.0604 -0.0274 0.0814
H -4.747020 -6.130039 0.918310 -0.1962 0.0126 -0.1021
H -5.203602 -4.412372 1.124849 -0.1678 -0.1191 -0.1434
H -3.126317 -4.883267 1.956117 -0.0208 0.1026 -0.1397
C -3.722591 4.726931 -2.050763 0.0412 0.2971 -0.0966
O -4.427626 5.598839 -1.174188 -0.0994 0.0709 0.1604
H -3.795886 3.709927 -1.669118 -0.0500 0.1037 0.0347
H -4.166105 4.771231 -3.048604 0.1548 -0.1562 -0.0751
H -2.671332 5.021893 -2.094738 0.0467 -0.2081 -0.1616
H -4.347201 6.488941 -1.533786 -0.0214 -0.1481 0.0776
C 0.974885 2.850740 -4.279178 -0.0668 0.2872 -0.0663
O 0.273764 3.725771 -3.405818 -0.0423 0.1127 0.1564
H 0.897710 1.835369 -3.892090 -0.0557 0.0973 0.0350
H 0.533033 2.890891 -5.278023 0.1473 -0.1246 -0.0717
H 2.028341 3.139592 -4.327659 0.0528 -0.1641 -0.1323
H 0.356206 4.616482 -3.769687 -0.0476 -0.1465 -0.0453
C -5.871144 -0.971982 2.747193 0.2712 0.1869 0.1030
O -4.474566 -0.779068 2.541177 0.1917 -0.0995 0.2892
H -6.134956 -1.979116 2.425774 0.0848 0.0595 -0.0311
H -6.104161 -0.857866 3.809662 -0.2306 -0.0537 -0.0344
H -6.438039 -0.244967 2.160694 -0.1226 -0.0843 0.0429
H -4.260150 0.116888 2.830690 -0.1369 0.0576 -0.4087
C -7.091643 -4.682237 3.502144 -0.3538 -0.0765 -0.1342
O -7.466715 -4.574964 2.132576 -0.0055 0.0319 0.0814
H -6.020983 -4.503290 3.595873 -0.0551 0.0177 -0.1405
H -7.631993 -3.939298 4.094505 0.1257 -0.0404 0.1748
H -7.320186 -5.685698 3.870171 0.1058 0.0431 0.1877
H -8.415318 -4.741092 2.091068 0.1550 0.0484 -0.1306
C -1.423778 5.991795 -5.686265 0.0588 0.1153 0.0926
O -0.022185 6.163906 -5.886563 0.2619 -0.0908 0.0942
H -1.702866 4.987027 -6.001622 0.1667 0.0401 -0.0427
H -1.660647 6.117879 -4.630336 -0.2736 -0.0635 -0.1281
H -1.973686 6.723953 -6.282108 -0.1748 -0.0755 0.0909
H 0.198843 7.057775 -5.601086 -0.0060 -0.1325 -0.1036
C -1.225060 8.182072 -2.525422 -0.2717 0.1581 0.0882
O -2.326183 7.885264 -3.378023 -0.1812 0.0730 0.0986
H -0.367623 7.589204 -2.842792 -0.1066 -0.0248 -0.0327
H -0.976221 9.243669 -2.596793 0.1707 -0.0373 0.1072
H -1.475917 7.928652 -1.492608 0.2249 0.0183 0.0524
H -3.069965 8.420624 -3.078093 0.0958 -0.0515 -0.1556
C -3.660464 -4.723829 -3.118090 -0.2028 0.0189 -0.2209
O -4.821710 -5.520889 -2.911829 -0.1021 -0.0980 0.0328
H -2.988666 -4.854564 -2.270530 -0.0989 -0.0265 -0.0144
H -3.154775 -5.041342 -4.033556 0.1770 0.1391 0.0492
H -3.946096 -3.671849 -3.194609 0.2438 0.0618 0.0091
H -5.396913 -5.386579 -3.673111 0.0295 -0.0729 0.1720
C 8.467532 -0.137731 5.827637 0.0223 -0.1214 -0.2725
O 7.352617 -0.770224 5.211415 0.0188 -0.0248 -0.0134
H 8.171241 0.203976 6.818143 -0.0708 -0.0617 -0.0844
H 9.291837 -0.848831 5.922967 0.1097 0.1425 0.1144
H 8.784928 0.720515 5.229858 0.1412 0.0572 0.1513
H 7.638471 -1.063872 4.338272 -0.0952 -0.0188 0.1373
```
Positions in Å, forces in eV/Å.

Mulliken atomic charge list, values in e, 6 entries:
1 C -1.379
2 C 0.277
3 C 1.070
4 C -0.676
5 C 0.558
6 N -0.722

---

This record from the Open Molecules 2025 dataset describes a 8-piece molecular cluster, C27H71ClN5O11 overall at a distorted geometry. The level of theory is ωB97M-V/def2-TZVPD.

## Properties
- ΔE to the lowest compared entry with this formula, charge and spin (kJ/mol) = 0.0
- E_LUMO (Ha) = 0.08790
- total charge = -1
- total energy (eV) = -71636.4068
- Kohn-Sham gap (eV) = 8.6
- F_max (eV/A) = 1.693
- HOMO (eV) = -6.23

XYZ file:
```
115
Properties=species:S:1:pos:R:3:forces:R:3
Cl -24.760799 7.507549 20.088267 -0.0256 0.5564 0.2305
O -24.287170 8.329570 21.155793 -0.1333 0.0205 0.5450
O -23.648198 6.759044 19.573069 0.3561 -0.6028 -0.6176
O -25.792335 6.599927 20.546113 -0.1581 -0.2156 0.2220
O -25.334995 8.336321 19.057166 -0.1332 0.0132 -0.5370
C -21.221509 1.961413 22.959857 0.4318 -0.2664 0.5549
C -19.842269 2.646094 22.858673 0.0807 0.7316 -0.6671
C -19.196113 2.408941 21.469610 -0.8728 -0.6142 -0.0568
C -19.780462 3.315931 20.408953 0.3795 0.3473 -0.6029
C -19.625134 4.785239 20.787720 -1.2226 0.0966 -0.4587
C -20.307005 5.144406 22.121692 1.0215 -0.6132 0.1580
N -19.887316 4.093588 23.073092 1.0106 0.7675 0.5053
O -20.283238 4.436346 24.395503 -0.5045 -0.3730 -0.4686
C -19.644284 6.457061 22.588287 0.1849 -0.1320 -0.0460
C -21.836791 5.262636 22.058128 0.2567 0.4834 -0.3625
C -18.907764 2.078141 23.897507 0.6851 -0.6048 1.4255
H -21.057581 0.889419 23.095458 -0.1312 -0.0603 -0.2719
H -21.892084 2.137882 22.121753 0.0930 0.0347 -0.1029
H -21.710545 2.275108 23.885959 -0.1062 0.1219 -0.0992
H -18.107507 2.466964 21.479254 0.0189 0.3396 0.3157
H -19.428363 1.369774 21.208559 0.0990 -0.0375 0.0107
H -20.815678 3.062449 20.161159 0.0401 0.1428 0.5518
H -19.277855 3.171427 19.446071 0.1809 -0.1454 0.1037
H -20.131763 5.390744 20.027608 0.0753 0.0304 -0.0349
H -18.584550 5.109533 20.761103 0.1395 -0.2510 0.3282
H -18.629428 6.264171 22.942033 -0.0182 -0.2286 -0.0994
H -19.546669 7.116595 21.724817 -0.2698 0.2485 0.1318
H -20.154130 6.948594 23.414818 -0.2448 0.0347 -0.1739
H -22.283761 4.309154 22.335267 -0.2726 0.2100 0.2311
H -22.104452 6.103244 22.700186 -0.5071 -0.4089 0.3171
H -22.255418 5.549592 21.089530 0.2890 -0.1020 -0.1215
H -19.282759 2.136567 24.924795 -0.4837 -0.1158 -0.2334
H -17.948536 2.589389 24.015957 -0.1091 0.3081 -0.6994
H -18.657439 1.029031 23.710686 -0.2452 -0.0167 -0.1650
H -21.255015 4.356273 24.394721 0.1621 0.1046 0.1678
C -29.106887 6.575724 19.550013 0.5498 0.1664 -0.2085
O -28.384737 7.525219 18.794733 -0.2107 0.4440 -0.1262
H -29.185694 6.847472 20.607614 -0.0343 0.0361 0.0234
H -30.099216 6.551609 19.102906 -0.0786 -0.2062 0.1217
H -28.621020 5.598815 19.477003 -0.2096 -0.1305 0.0724
H -27.473931 7.615291 19.101952 0.1929 -0.2541 0.1466
C -25.306786 3.644221 21.964988 -0.3300 0.1804 -1.0079
O -26.022750 3.317354 23.135997 0.4326 -0.5894 0.6518
H -26.019246 3.735430 21.136595 0.2704 0.2829 -0.0888
H -24.708335 4.556178 22.028674 -0.2636 0.0807 0.1486
H -24.626837 2.839619 21.672190 -0.1062 -0.2194 0.4761
H -26.794129 3.875113 23.229862 0.0228 0.2796 -0.2154
C -21.791574 10.137401 15.688555 -0.3702 -0.1136 0.0176
C -22.395454 10.233827 17.110148 0.9855 -0.9789 -0.5584
C -21.452910 9.502712 18.072127 -0.2133 1.4318 0.6224
O -21.952197 9.621607 19.385964 0.1342 -0.4277 -0.5068
C -21.149442 8.962486 20.330800 -0.7959 0.5827 0.6800
N -22.551948 11.636519 17.499759 0.1275 -0.3000 -0.1953
H -22.585777 10.455003 15.007506 0.3220 0.2370 -0.2586
H -21.475897 9.146876 15.347859 -0.1611 -0.1473 0.3180
H -20.910992 10.778728 15.609273 -0.1191 0.1797 -0.0972
H -23.335773 9.681295 17.087342 -0.2817 0.3534 0.3617
H -20.497827 10.060497 18.073248 0.2380 -0.2784 -0.3589
H -21.272497 8.468213 17.764885 -0.1524 -0.1006 0.0385
H -20.150557 9.410099 20.430099 0.1893 -0.2509 -0.4311
H -21.147875 7.881999 20.168126 0.2594 -0.0357 -0.0573
H -21.645806 9.174513 21.280050 0.0106 -0.3472 0.0545
H -21.607599 12.018148 17.450152 -0.1209 0.1913 0.2186
H -23.057264 12.118052 16.760385 -0.1330 -0.0172 0.1211
C -23.822368 5.350899 15.315217 0.5505 -0.2567 0.4248
C -24.023800 6.829671 15.021925 0.8635 -1.0662 0.2915
C -24.183755 7.071418 13.525993 -0.9591 0.6548 0.7667
O -23.009806 6.751199 12.839221 -0.0873 -0.4467 -0.0482
C -23.109110 6.943499 11.450344 0.4342 0.1218 0.0932
N -25.146467 7.380182 15.796187 0.6089 1.1837 -0.9513
H -23.621388 5.245405 16.382865 -0.2756 -0.0945 0.0178
H -22.934454 4.944554 14.823252 -0.0048 0.2365 -0.1740
H -24.647466 4.690840 15.044246 -0.2728 0.3072 0.0390
H -23.091230 7.334492 15.319149 0.0766 -0.0652 -0.1581
H -24.427654 8.143787 13.418385 0.0336 -0.0516 -0.3468
H -25.048214 6.495152 13.168703 0.0635 -0.0257 -0.1536
H -23.266975 8.005213 11.240655 0.0951 0.0799 -0.2118
H -23.893905 6.379815 10.935565 -0.2428 -0.1629 0.3966
H -22.157707 6.594774 11.053899 0.0508 0.2441 -0.2072
H -25.052317 8.360359 15.504074 -0.9216 0.0325 0.2013
H -24.879466 7.486064 16.775739 -0.0787 -0.6069 0.1372
C -29.576324 10.515407 20.390574 0.2887 0.3634 0.5741
C -28.122281 10.912075 20.703174 -0.5284 -0.6938 -0.2411
C -27.571869 9.971246 21.760937 0.9615 0.3370 -0.4935
O -26.307277 10.510815 22.125424 -0.0446 0.0518 1.0956
C -25.895998 9.956099 23.354287 -0.6403 -1.1461 0.2813
N -27.308881 11.010428 19.485042 -0.6596 0.2604 -0.3784
H -29.583375 9.591566 19.812099 -0.1056 0.0503 -0.1012
H -30.067059 11.333390 19.859911 -0.0882 -0.1853 -0.1990
H -30.114320 10.362147 21.331736 -0.1726 -0.0569 -0.1115
H -28.088557 11.895535 21.181646 -0.1000 0.0286 -0.0728
H -27.411590 8.924788 21.468203 -0.1565 0.0422 -0.4495
H -28.298698 9.935338 22.583575 0.2181 0.2697 0.2915
H -24.860047 10.107648 23.645048 0.1162 0.4965 -0.6151
H -26.035515 8.867546 23.314302 0.2266 -0.0962 -0.0645
H -26.534887 10.264067 24.194294 -0.0590 0.4112 -0.0631
H -27.430122 10.173407 18.911384 0.3050 -0.2522 0.4529
H -27.820140 11.691947 18.917901 0.4207 0.1564 0.0570
C -25.760999 0.795239 16.520354 0.5411 0.8532 -0.0912
C -25.025076 0.484568 17.821605 -0.8587 -0.9833 -0.3648
C -24.484080 1.703537 18.532385 0.6220 0.5014 -0.7698
O -23.728684 2.487939 17.624335 0.6041 -0.5431 0.0199
C -22.893822 3.440647 18.289830 -1.4706 0.1229 -0.7645
N -25.976835 -0.246721 18.678744 0.0938 -0.0961 0.0364
H -26.308828 -0.064916 16.146426 -0.2410 -0.0292 0.2970
H -25.058369 1.071877 15.730551 0.0486 0.1486 0.1628
H -26.394073 1.671997 16.689894 -0.3155 -0.2190 -0.2270
H -24.243909 -0.222676 17.527456 0.2798 0.1461 0.4539
H -23.815928 1.394270 19.345372 -0.2634 -0.0383 0.2811
H -25.312933 2.318045 18.908057 -0.0484 -0.1473 0.2753
H -23.584294 4.209206 18.650275 0.4697 0.2271 0.6069
H -22.295036 3.902022 17.509597 0.3560 -0.1127 0.1536
H -22.300514 2.977786 19.079200 -0.0667 0.0836 -0.0780
H -26.749462 0.363804 18.924783 0.0139 -0.0215 0.0154
H -25.562806 -0.567580 19.546845 0.0977 0.1340 -0.0299
```
Positions in Å, forces in eV/Å.

Mulliken atomic charge list, values in e, 6 entries:
1 Cl 1.268
2 O -0.490
3 O -0.473
4 O -0.664
5 O -0.596
6 C -1.720